1.
Here is a structure of composition C54H32F15GeMnN8P2SSe2 from OMol25. Energies are from the ωB97M-V functional and the def2-TZVPD basis.

- Kohn-Sham gap (alpha / beta): 7.589 / 7.657 eV
- E_HOMO (alpha / beta): -5.812 / -5.891 eV
- Multiplicity: 6
- Largest force on an atom: 0.0091 Eh/bohr
- Lowest unoccupied orbital energy (alpha / beta): 1.7770 / 1.7662 eV
- Relative energy (zero: lowest compared OMol25 entry of this formula, charge and spin): 0.0 kcal/mol
- Net charge: -1

Cartesian coordinates (Å):
Mn 1.45 -1.15 -0.85
Se -4.51 2.85 -1.76
P -4.35 0.81 -1.23
C -5.26 0.46 0.29
C -6.38 -0.37 0.30
C -7.06 -0.59 1.49
C -6.63 0.01 2.66
C -5.51 0.84 2.65
C -4.83 1.06 1.47
C -5.02 -0.30 -2.50
C -6.11 0.14 -3.25
C -6.65 -0.69 -4.23
C -6.10 -1.94 -4.47
C -5.01 -2.37 -3.73
C -4.47 -1.55 -2.74
C -2.72 0.13 -0.87
C -1.41 0.30 -1.31
N -0.69 -0.67 -0.71
N -1.50 -1.39 0.05
N -2.72 -0.93 -0.03
P -0.48 1.39 -2.37
Se 1.23 0.36 -3.14
C -1.57 1.89 -3.71
C -2.36 0.91 -4.31
C -3.23 1.26 -5.33
C -3.29 2.58 -5.76
C -2.49 3.55 -5.18
C -1.63 3.21 -4.15
C -0.03 2.86 -1.41
C 1.30 3.26 -1.29
C 1.62 4.36 -0.52
C 0.62 5.07 0.14
C -0.70 4.66 0.04
C -1.03 3.55 -0.73
H -6.70 -0.86 -0.61
H -7.93 -1.24 1.50
H -7.16 -0.16 3.59
H -5.17 1.30 3.56
H -3.96 1.71 1.45
H -6.52 1.13 -3.09
H -7.50 -0.35 -4.81
H -6.52 -2.58 -5.23
H -4.56 -3.35 -3.89
H -3.63 -1.91 -2.16
H -2.31 -0.11 -3.96
H -3.86 0.51 -5.77
H -3.98 2.86 -6.55
H -2.55 4.58 -5.51
H -1.02 3.97 -3.67
H 2.07 2.69 -1.80
H 2.66 4.67 -0.42
H 0.87 5.94 0.73
H -1.48 5.20 0.56
H -2.07 3.24 -0.81
F 1.26 0.26 5.82
C 0.78 -0.82 5.17
C 1.02 -0.96 3.81
C 0.53 -2.11 3.21
F 0.79 -2.37 1.94
C -0.20 -3.05 3.91
F -0.65 -4.15 3.32
C -0.44 -2.86 5.26
F -1.14 -3.76 5.95
C 0.05 -1.74 5.90
F -0.17 -1.56 7.21
Ge 2.12 0.40 2.92
S 2.18 0.45 0.79
C 3.87 0.05 3.79
C 4.56 0.89 4.65
F 4.04 2.07 5.02
C 5.78 0.56 5.19
F 6.42 1.39 6.02
C 6.36 -0.66 4.88
F 7.54 -1.00 5.40
C 5.70 -1.54 4.04
F 6.24 -2.72 3.75
C 4.47 -1.17 3.52
F 3.84 -2.06 2.74
C 1.50 2.21 3.37
C 2.29 3.28 2.99
F 3.51 3.07 2.48
C 1.86 4.59 3.08
F 2.64 5.60 2.68
C 0.59 4.86 3.57
F 0.16 6.12 3.64
C -0.23 3.81 3.95
F -1.46 4.07 4.40
C 0.23 2.51 3.84
F -0.62 1.54 4.19
C 4.23 -2.38 -0.46
C 5.64 -2.87 -0.86
N 6.02 -2.34 -2.17
C 5.08 -2.84 -3.17
C 3.62 -2.46 -2.79
N 3.63 -1.62 -1.58
C 4.47 -0.43 -1.83
C 5.92 -0.88 -2.13
H 4.24 -1.72 0.40
H 3.56 -3.22 -0.23
H 5.69 -3.95 -0.90
H 6.38 -2.53 -0.13
H 5.19 -3.93 -3.23
H 5.35 -2.43 -4.14
H 3.01 -3.34 -2.58
H 3.13 -1.90 -3.59
H 4.41 0.21 -0.95
H 4.04 0.12 -2.66
H 6.61 -0.51 -1.37
H 6.26 -0.48 -3.09
N 0.97 -3.19 -1.05
C 0.31 -4.12 -1.31
C -0.46 -5.22 -1.63
C -1.73 -5.01 -2.22
N -2.76 -4.83 -2.71
C 0.06 -6.52 -1.43
N 0.50 -7.58 -1.25

---

2.
Here is a structure of composition C54H41Cl5F2N10O2PbS3 at a distorted geometry from OMol25. Energies are from the ωB97M-V functional and the def2-TZVPD basis.

- Kohn-Sham gap: 7.816 eV
- E_HOMO: -12.645 eV
- Multiplicity: 1
- Largest force on an atom: 0.0365 Eh/bohr
- Lowest unoccupied orbital energy: -4.8293 eV
- Relative energy (zero: lowest compared OMol25 entry of this formula, charge and spin): 46.8 kcal/mol
- Net charge: +2

Cartesian coordinates (Å):
Pb 0.20 -0.14 -0.13
Cl 3.52 1.85 -0.85
C 2.57 1.34 -2.18
C 1.41 0.60 -2.02
C 0.75 0.15 -3.14
Cl -0.59 -0.90 -2.94
C 1.17 0.49 -4.43
Cl 0.29 -0.01 -5.80
C 2.33 1.26 -4.58
Cl 2.90 1.67 -6.14
C 3.05 1.67 -3.45
Cl 4.51 2.55 -3.63
N 2.21 0.63 1.62
N 2.23 1.97 1.97
C 1.59 2.91 1.25
N 1.76 4.19 1.61
N 0.79 2.50 0.28
N 0.26 3.32 -0.63
O -0.37 2.81 -1.52
O 0.41 4.53 -0.53
H 1.80 0.06 2.36
H 3.14 0.31 1.37
H 2.86 2.29 2.70
H 2.51 4.45 2.23
H 1.38 4.88 0.97
F 4.68 -3.08 -0.80
C 3.37 -3.19 -0.60
C 2.63 -2.04 -0.34
C 1.29 -2.16 -0.11
C 0.62 -3.38 -0.15
C 1.40 -4.50 -0.45
F 0.82 -5.70 -0.58
C 2.76 -4.43 -0.67
C -0.84 -3.41 0.02
C -1.55 -4.57 0.36
C -2.93 -4.51 0.40
C -3.57 -3.31 0.12
C -2.78 -2.21 -0.16
N -1.46 -2.25 -0.21
H 3.13 -1.09 -0.36
H 3.32 -5.32 -0.90
H -1.05 -5.49 0.61
H -3.51 -5.40 0.62
H -4.64 -3.24 0.12
H -3.22 -1.24 -0.37
N -0.42 -0.05 1.95
S -1.21 0.30 3.14
N -2.39 1.46 3.10
S -3.78 1.31 2.41
N -3.87 0.74 0.97
S -2.98 1.29 -0.32
N -1.71 0.61 -0.61
C -2.98 3.07 -0.09
C -3.81 3.87 -0.86
C -3.73 5.24 -0.71
C -2.86 5.80 0.21
C -2.07 4.99 1.01
C -2.12 3.61 0.85
C -4.07 0.96 -1.70
C -3.52 1.09 -2.96
C -4.31 0.82 -4.06
C -5.62 0.41 -3.89
C -6.16 0.27 -2.62
C -5.38 0.55 -1.51
C -4.85 0.28 3.41
C -5.35 -0.92 2.96
C -6.17 -1.65 3.80
C -6.46 -1.19 5.08
C -5.94 0.02 5.52
C -5.13 0.77 4.68
C -4.60 2.91 2.50
C -5.85 2.98 1.91
C -6.55 4.17 1.95
C -5.99 5.27 2.58
C -4.74 5.19 3.16
C -4.04 4.00 3.14
C -0.10 0.99 4.39
C 0.62 0.07 5.13
C 1.60 0.52 6.00
C 1.86 1.87 6.11
C 1.15 2.78 5.35
C 0.16 2.35 4.48
C -1.92 -1.16 3.93
C -1.73 -2.38 3.32
C -2.23 -3.52 3.94
C -2.92 -3.41 5.13
C -3.10 -2.17 5.74
C -2.58 -1.03 5.14
H -4.50 3.43 -1.56
H -4.34 5.88 -1.33
H -2.80 6.87 0.30
H -1.41 5.42 1.74
H -1.50 2.95 1.44
H -2.49 1.40 -3.04
H -3.89 0.93 -5.05
H -6.23 0.19 -4.76
H -7.18 -0.05 -2.50
H -5.77 0.44 -0.51
H -5.11 -1.25 1.96
H -6.59 -2.59 3.46
H -7.09 -1.77 5.73
H -6.16 0.38 6.51
H -4.73 1.72 4.99
H -6.26 2.10 1.43
H -7.54 4.23 1.51
H -6.54 6.20 2.61
H -4.31 6.06 3.64
H -3.07 3.90 3.61
H 0.41 -0.98 5.03
H 2.17 -0.19 6.59
H 2.63 2.22 6.79
H 1.37 3.84 5.43
H -0.41 3.04 3.89
H -1.19 -2.42 2.40
H -2.07 -4.49 3.49
H -3.31 -4.29 5.61
H -3.62 -2.10 6.67
H -2.67 -0.06 5.61

---

3.
Here is a structure of composition C54H42Cl3GeNaP3S3SbSi from OMol25. Energies are from the ωB97M-V functional and the def2-TZVPD basis.

- Kohn-Sham gap: 5.390 eV
- E_HOMO: -1.865 eV
- Multiplicity: 1
- Largest force on an atom: 0.0047 Eh/bohr
- Lowest unoccupied orbital energy: 3.5248 eV
- Relative energy (zero: lowest compared OMol25 entry of this formula, charge and spin): 30.7 kcal/mol
- Net charge: -2

Cartesian coordinates (Å):
Na 0.25 2.08 -0.45
C 1.11 -0.60 -4.46
C 1.54 -1.66 -3.67
C 0.79 -2.06 -2.58
C -0.39 -1.41 -2.25
C -0.81 -0.34 -3.04
C -0.07 0.06 -4.14
P -1.48 -1.89 -0.85
C -2.45 -3.23 -1.64
C -3.36 -3.93 -0.83
C -4.21 -4.88 -1.36
C -4.20 -5.15 -2.73
C -3.31 -4.46 -3.54
C -2.45 -3.51 -3.00
C -0.33 -2.87 0.21
C -0.15 -4.24 0.06
C 0.70 -4.94 0.90
C 1.39 -4.26 1.89
C 1.22 -2.89 2.03
C 0.36 -2.15 1.21
Si 0.23 -0.21 1.31
C -0.99 0.04 2.80
C -0.92 -0.74 3.96
C -1.71 -0.50 5.08
C -2.62 0.55 5.05
C -2.74 1.32 3.90
C -1.96 1.07 2.78
P -2.18 2.01 1.21
C -3.28 3.41 1.70
C -2.69 4.67 1.79
C -3.44 5.77 2.18
C -4.79 5.63 2.46
C -5.40 4.38 2.33
C -4.64 3.28 1.96
C -3.37 0.93 0.32
C -4.08 -0.11 0.91
C -4.92 -0.91 0.15
C -5.05 -0.69 -1.22
C -4.35 0.35 -1.82
C -3.51 1.16 -1.05
C 1.96 0.07 2.15
C 2.19 0.32 3.50
C 3.47 0.44 4.03
C 4.57 0.25 3.21
C 4.38 0.03 1.85
C 3.10 -0.02 1.32
P 2.82 -0.07 -0.49
C 4.09 -1.29 -1.04
C 5.20 -0.99 -1.82
C 6.04 -2.00 -2.28
C 5.78 -3.32 -1.96
C 4.67 -3.63 -1.18
C 3.83 -2.63 -0.73
C 3.49 1.54 -1.05
C 4.00 2.53 -0.21
C 4.35 3.77 -0.71
C 4.22 4.05 -2.06
C 3.71 3.08 -2.91
C 3.33 1.85 -2.41
H 1.69 -0.27 -5.31
H 2.48 -2.16 -3.89
H 1.14 -2.89 -1.97
H -1.72 0.19 -2.78
H -0.43 0.88 -4.75
H -3.38 -3.71 0.23
H -4.90 -5.41 -0.71
H -4.87 -5.88 -3.15
H -3.29 -4.66 -4.61
H -1.76 -2.98 -3.65
H -0.68 -4.77 -0.72
H 0.84 -6.01 0.77
H 2.07 -4.79 2.55
H 1.80 -2.37 2.79
H -0.20 -1.55 4.00
H -1.61 -1.11 5.96
H -3.22 0.78 5.92
H -3.45 2.14 3.90
H -1.64 4.81 1.54
H -2.96 6.74 2.26
H -5.38 6.49 2.76
H -6.46 4.27 2.53
H -5.12 2.31 1.86
H -3.96 -0.31 1.97
H -5.47 -1.72 0.61
H -5.68 -1.33 -1.81
H -4.43 0.52 -2.88
H -2.95 1.95 -1.52
H 1.35 0.45 4.17
H 3.59 0.69 5.07
H 5.58 0.32 3.61
H 5.24 -0.07 1.19
H 5.41 0.05 -2.07
H 6.90 -1.74 -2.89
H 6.43 -4.10 -2.32
H 4.46 -4.66 -0.92
H 2.96 -2.88 -0.13
H 4.07 2.34 0.86
H 4.70 4.54 -0.03
H 4.48 5.03 -2.45
H 3.57 3.30 -3.97
H 2.87 1.11 -3.07
S 2.37 3.69 5.61
Sb 0.64 3.67 4.14
S 1.52 3.64 1.80
S 0.95 5.53 2.52
Cl 0.86 5.91 -4.83
Ge 0.57 3.66 -4.59
Cl -1.35 3.48 -5.85
Cl -0.54 3.78 -2.52

---

4.
Here is a structure of composition C54H43BrClN6O5RuS at a distorted geometry from OMol25. Energies are from the ωB97M-V functional and the def2-TZVPD basis.

- Kohn-Sham gap (alpha / beta): 4.826 / 5.182 eV
- E_HOMO (alpha / beta): -5.420 / -7.456 eV
- Multiplicity: 6
- Largest force on an atom: 0.0277 Eh/bohr
- Lowest unoccupied orbital energy (alpha / beta): -0.5940 / -2.2738 eV
- Net charge: 0

Cartesian coordinates (Å):
Ru -0.22 -0.05 -0.19
Br 0.15 1.18 7.21
C -0.26 0.97 5.37
C -1.55 1.21 4.92
C -1.85 1.01 3.59
C -0.89 0.59 2.66
O -1.27 0.37 1.43
C 0.44 0.37 3.13
C 1.51 -0.12 2.32
N 1.46 -0.37 1.04
C 2.50 -0.99 0.36
C 3.79 -1.22 0.87
C 4.75 -1.82 0.08
C 4.48 -2.22 -1.22
C 3.20 -2.02 -1.76
C 2.84 -2.37 -3.09
C 1.55 -2.09 -3.54
C 0.63 -1.52 -2.70
N 0.94 -1.19 -1.42
C 2.20 -1.41 -0.95
C 0.72 0.57 4.50
H -2.32 1.53 5.61
H -2.85 1.20 3.22
H 2.43 -0.34 2.85
H 4.06 -0.89 1.87
H 5.75 -1.97 0.49
H 5.25 -2.67 -1.83
H 3.57 -2.83 -3.73
H 1.26 -2.33 -4.56
H -0.38 -1.30 -3.03
H 1.73 0.38 4.86
N -1.78 -1.07 -0.87
C -1.94 -2.33 -0.77
C -3.09 -2.99 -1.46
C -3.69 -4.12 -0.91
C -4.77 -4.71 -1.54
C -5.25 -4.19 -2.73
C -4.65 -3.07 -3.29
C -3.58 -2.47 -2.65
C -0.99 -3.21 -0.03
C -0.40 -4.29 -0.68
C 0.57 -5.04 -0.04
C 0.96 -4.72 1.26
C 0.36 -3.66 1.92
C -0.61 -2.91 1.28
H -3.32 -4.52 0.03
H -5.23 -5.58 -1.10
H -6.09 -4.66 -3.23
H -5.02 -2.67 -4.22
H -3.09 -1.61 -3.09
H -0.69 -4.53 -1.70
H 1.03 -5.88 -0.55
H 1.73 -5.31 1.75
H 0.66 -3.41 2.93
H -1.12 -2.11 1.81
O 1.68 1.25 -1.71
S 2.12 2.65 -1.95
C 2.97 2.58 -3.55
C 3.49 1.36 -3.97
C 4.06 1.27 -5.22
C 4.11 2.38 -6.05
C 3.59 3.59 -5.62
C 3.01 3.69 -4.36
C 3.60 2.94 -0.96
C 4.31 1.87 -0.45
C 5.42 2.12 0.35
C 5.80 3.43 0.63
C 5.07 4.49 0.11
C 3.96 4.25 -0.69
H 3.42 0.50 -3.32
H 4.47 0.32 -5.55
H 4.55 2.30 -7.04
H 3.63 4.46 -6.27
H 2.59 4.63 -4.02
H 3.99 0.86 -0.67
H 5.98 1.29 0.75
H 6.66 3.62 1.26
H 5.36 5.51 0.34
H 3.39 5.07 -1.09
N -4.69 1.68 -3.57
C -3.56 2.14 -2.95
C -2.87 1.35 -2.01
N -1.73 1.74 -1.48
C -1.28 2.95 -1.82
C -1.99 3.75 -2.71
N -3.11 3.35 -3.29
H -5.18 0.90 -3.18
H -5.22 2.36 -4.10
H -3.27 0.40 -1.69
H -0.38 3.30 -1.36
H -1.65 4.75 -2.95
C -1.53 7.60 2.84
C -0.80 6.60 3.68
C -0.85 6.64 5.07
C -0.16 5.70 5.82
Cl -0.23 5.77 7.56
C 0.58 4.71 5.21
C 0.64 4.65 3.83
C -0.04 5.59 3.06
O 0.00 5.65 1.71
C 0.64 4.61 1.02
C -0.15 3.24 1.05
O -1.27 3.25 1.53
O 0.52 2.31 0.50
H -2.06 8.32 3.46
H -2.26 7.09 2.19
H -0.84 8.13 2.18
H -1.43 7.41 5.56
H 1.11 3.99 5.82
H 1.20 3.86 3.36
H 1.66 4.43 1.37
H 0.68 4.93 -0.03